[1]
C3H5CuO3 | ωB97M-V with the def2-TZVPD basis set

XYZ file:
```
12
Properties=species:S:1:pos:R:3:nbo_charge:R:1
H -3.3252 -0.3874 -0.4992 0.15
O -1.1475 1.0545 0.4388 -0.64
C 0.0454 0.6356 0.3614 0.97
C -2.2735 -0.3302 -0.1858 -0.47
O 1.0989 1.2648 0.5649 -0.80
O 0.2474 -0.5800 -0.1932 -0.63
C -0.7408 -1.6748 -0.0031 -0.26
H -1.9848 -0.1346 -1.2297 0.21
H -2.5774 -0.5504 0.8473 0.20
H -1.3532 -2.2879 0.6727 0.22
H -0.1835 -2.4722 -0.5221 0.16
Cu 2.5684 -0.2444 0.0526 0.89
```

The energy relative to the best compared isomer or geometry (same formula, charge and spin) is 154.6 kcal per mole. The calculation puts the HOMO energy at -6.35 eV. As for the maximum force: 5.07 eV Å⁻¹. For the frontier orbital gap, the calculation gives 4.3893 eV.

[2]
C4H14N | ωB97M-V with the def2-TZVPD basis set

XYZ file:
```
19
Properties=species:S:1:pos:R:3:nbo_charge:R:1
C -1.4271 -0.0443 1.5340 -0.23
C -1.9391 -0.9779 0.4195 -0.64
N -0.8619 1.2791 1.0920 -0.69
H -2.1392 0.2164 2.3189 0.23
H -0.6277 -0.6191 2.0621 0.24
H -2.4211 -0.4416 -0.3984 0.23
H -2.7270 -1.5944 0.8598 0.26
H -0.0681 1.4044 1.7109 0.46
H -0.5033 1.3333 0.1125 0.45
H -1.5777 2.0253 1.0489 0.45
H -1.1661 -1.6364 0.0979 0.24
C 1.7169 -0.4359 -0.7079 -0.61
C 2.1114 0.1270 -2.0394 -0.63
H 0.9486 0.2656 -0.2611 0.12
H 1.5010 -1.4890 -0.6559 0.23
H 2.5131 -0.5981 0.0386 0.23
H 2.4295 -0.5111 -2.8582 0.24
H 2.9068 0.8703 -1.9959 0.22
H 1.3311 0.8264 -2.3783 0.20
```

The energy relative to the best compared isomer or geometry (same formula, charge and spin) is 31.0 kcal per mole. The calculation puts the HOMO energy at -14.52 eV. As for the maximum force: 2.03 eV Å⁻¹. The net charge is +1. For the frontier orbital gap, the calculation gives 10.7646 eV.

[3]
H28O14 | ωB97M-V with the def2-TZVPD basis set

XYZ file:
```
42
Properties=species:S:1:pos:R:3:nbo_charge:R:1
H -0.6074 0.0028 0.4986 0.47
H 0.4053 1.1168 0.1922 0.48
H -1.3840 -3.3344 0.8761 0.47
H -2.2668 -2.6794 -0.0281 0.48
H 2.8704 -0.5349 0.8159 0.46
H 3.0766 -0.8796 -0.6519 0.47
H 1.1868 -1.0846 -3.5647 0.48
H 1.0560 0.2984 -3.1925 0.47
H -2.0194 -0.5921 3.1432 0.50
H -2.6781 -2.0601 3.5334 0.48
H 3.5280 -0.2277 -4.2682 0.45
H 3.2307 -0.4707 -2.8462 0.48
H -2.2808 3.0687 1.1326 0.47
H -2.8862 3.5195 2.4964 0.46
H 1.0934 -2.7645 -1.8160 0.45
H -0.0122 -3.0760 -0.8626 0.48
H -0.6878 4.1329 -3.0555 0.44
H 0.4409 3.2402 -2.9639 0.45
H 1.8510 -1.6633 5.1447 0.46
H 0.6581 -1.9779 4.3338 0.47
H -0.9342 2.5932 4.5216 0.46
H -0.1398 3.4759 3.4714 0.47
H 1.9842 -4.9443 0.6283 0.47
H 2.1251 -3.3949 0.8858 0.49
H -0.8693 1.9140 -2.5990 0.43
H -1.8227 1.7434 -1.3677 0.49
H -2.8791 3.5196 -3.1491 0.47
H -3.7742 2.6770 -2.2102 0.47
O -0.5691 0.9483 0.3214 -0.94
O -1.5270 -3.3518 -0.0375 -0.93
O 2.4058 -0.9377 0.0418 -0.93
O 1.5851 -0.5184 -2.8867 -0.92
O -1.8175 -1.4929 3.5258 -0.97
O 3.9080 -0.7548 -3.4721 -0.95
O -2.3781 2.8013 2.0445 -0.93
O 0.5569 -2.3707 -1.1777 -0.95
O -0.0335 3.7725 -2.3996 -0.88
O 1.3304 -2.4099 4.8263 -0.94
O -0.3779 2.5411 3.7404 -0.93
O 2.5420 -4.1780 0.7028 -0.96
O -0.9110 1.6676 -1.6965 -0.93
O -2.9784 2.6651 -2.6315 -0.94
```

The energy relative to the best compared isomer or geometry (same formula, charge and spin) is 149.5 kcal per mole. The calculation puts the HOMO energy at -9.21 eV. As for the maximum force: 4.74 eV Å⁻¹. For the frontier orbital gap, the calculation gives 9.0109 eV.

[4]
C17H13O4PPt | ωB97M-V with the def2-TZVPD basis set

XYZ file:
```
36
Properties=species:S:1:pos:R:3:mulliken_spin:R:1
Pt 0.8065 0.2683 -2.4009 0.77
O 0.4238 3.5567 -1.9239 -0.01
C 0.6013 2.4559 -2.1705 0.10
C 2.7794 0.2549 -2.2427 0.14
O 3.9260 0.1581 -2.1582 0.00
C -1.1291 -0.1284 -2.4488 0.17
O -2.2226 -0.5001 -2.4790 0.00
C 0.9113 0.3200 -4.3935 0.09
O 1.0070 0.4145 -5.5366 -0.01
C 2.3090 0.0608 0.8005 0.04
P 0.7115 0.0280 -0.0360 0.21
C 0.0948 -1.6430 0.3456 0.19
C -1.0070 -1.8669 1.1871 -0.05
C -1.5061 -3.1699 1.3380 0.09
C -0.8925 -4.2406 0.6928 0.12
C 0.2379 -4.0281 -0.1037 -0.04
C 0.7403 -2.7306 -0.2654 0.13
C -0.2963 1.2601 0.8518 0.01
C -1.6764 1.3552 0.5886 0.02
C -2.4125 2.4409 1.0712 -0.01
C -1.7917 3.4301 1.8337 0.02
C -0.4332 3.3112 2.1516 -0.01
C 0.3088 2.2291 1.6739 0.02
H 2.9404 -0.7600 0.4444 0.01
H 2.1406 -0.0593 1.8778 0.00
H 2.8150 1.0168 0.6152 0.00
H -1.4739 -1.0359 1.7117 0.00
H -2.3841 -3.3332 1.9655 0.00
H -1.2892 -5.2543 0.8082 0.00
H 0.7302 -4.8601 -0.6023 0.00
H 1.6180 -2.5656 -0.8922 -0.02
H -2.1726 0.5890 -0.0121 0.00
H -3.4773 2.5146 0.8351 0.00
H -2.3594 4.2957 2.1807 0.00
H 0.0555 4.0704 2.7638 0.00
H 1.3667 2.1456 1.9286 0.00
```

The calculation puts the HOMO energy (alpha / beta) at -13.35 / -15.75 eV. As for the maximum force: 6.86 eV Å⁻¹. The net charge is +2. Its spin multiplicity is 3. For the frontier orbital gap (alpha / beta), the calculation gives 5.7176 / 4.4430 eV.

[5]
C5H6Si | ωB97M-V with the def2-TZVPD basis set

XYZ file:
```
12
Properties=species:S:1:pos:R:3:nbo_charge:R:1
C -1.3887 -1.4685 -2.4475 -0.13
C -2.3305 1.1338 1.4752 -0.18
C -1.0949 -1.2938 -1.3190 -0.52
C -1.5290 0.3227 1.1074 -0.48
C 1.3435 0.6961 0.1665 -0.85
Si -0.4166 -0.9082 0.3383 1.18
H -1.6203 -1.6214 -3.5506 0.26
H -3.0049 1.7451 1.9835 0.23
H 0.7937 1.6124 0.3804 0.21
H 2.1485 0.5238 0.7549 0.19
H 1.5597 0.6854 -0.8581 0.20
H 0.3921 -1.6739 1.2650 -0.11
```

The energy relative to the best compared isomer or geometry (same formula, charge and spin) is 66.2 kcal per mole. The calculation puts the HOMO energy at -8.73 eV. As for the maximum force: 5.46 eV Å⁻¹. For the frontier orbital gap, the calculation gives 9.2029 eV.

[6]
C4H7F | ωB97M-V with the def2-TZVPD basis set

XYZ file:
```
12
Properties=species:S:1:pos:R:3:nbo_charge:R:1
C 0.3910 -1.3242 -0.0168 0.05
C -0.0915 -0.0780 -0.3970 -0.29
C -0.9598 0.7792 0.4051 -0.40
C 0.5530 1.1667 0.1180 -0.40
H 1.3532 -1.5369 -0.4153 0.17
H 0.4185 -1.5766 0.9973 0.17
H -0.3105 0.1713 -1.4552 0.23
H -1.6855 1.2816 -0.1967 0.21
H -1.3761 0.4462 1.3217 0.22
H 0.7893 1.9545 -0.5714 0.22
H 1.2472 1.0560 0.9146 0.21
F -0.3288 -2.3399 -0.7041 -0.39
```

Its structure (SMILES) is FCC1CC1. The energy relative to the best compared isomer or geometry (same formula, charge and spin) is 21.9 kcal per mole. The calculation puts the HOMO energy at -10.46 eV. As for the maximum force: 4.66 eV Å⁻¹. For the frontier orbital gap, the calculation gives 11.6776 eV.

Copy entry 1 word for word.
C3H5CuO3 | ωB97M-V with the def2-TZVPD basis set

XYZ file:
```
12
Properties=species:S:1:pos:R:3:nbo_charge:R:1
H -3.3252 -0.3874 -0.4992 0.15
O -1.1475 1.0545 0.4388 -0.64
C 0.0454 0.6356 0.3614 0.97
C -2.2735 -0.3302 -0.1858 -0.47
O 1.0989 1.2648 0.5649 -0.80
O 0.2474 -0.5800 -0.1932 -0.63
C -0.7408 -1.6748 -0.0031 -0.26
H -1.9848 -0.1346 -1.2297 0.21
H -2.5774 -0.5504 0.8473 0.20
H -1.3532 -2.2879 0.6727 0.22
H -0.1835 -2.4722 -0.5221 0.16
Cu 2.5684 -0.2444 0.0526 0.89
```

The energy relative to the best compared isomer or geometry (same formula, charge and spin) is 154.6 kcal per mole. The calculation puts the HOMO energy at -6.35 eV. As for the maximum force: 5.07 eV Å⁻¹. For the frontier orbital gap, the calculation gives 4.3893 eV.